{"formula": "C16H29ClN5O2P", "method": "wB97M-V/def2-TZVPD", "elements": ["H", "N", "C", "N", "N", "C", "C", "C", "C", "C", "C", "N", "C", "C", "C", "C", "C", "O", "C", "C", "C", "C", "N", "P", "O", "Cl", "H", "H", "H", "H", "H", "H", "H", "H", "H", "H", "H", "H", "H", "H", "H", "H", "H", "H", "H", "H", "H", "H", "H", "H", "H", "H", "H", "H"], "xyz": [[0.83955, -3.54574, -1.24173], [0.65115, -4.01809, -0.36192], [1.32626, -3.49066, 0.58381], [1.14985, -3.97403, 1.89607], [2.22311, -2.42546, 0.45552], [3.15086, -2.39359, -0.67604], [3.19586, -1.00554, -1.31335], [1.81446, -0.54631, -1.79839], [1.59599, 0.97312, -1.74905], [0.99270, 1.56955, -0.45383], [1.40945, 0.84464, 0.75699], [1.69596, 0.34300, 1.74824], [-0.55222, 1.53597, -0.49999], [-1.18108, 0.14553, -0.49953], [-2.71942, 0.21900, -0.40334], [-3.33876, -0.87804, 0.49014], [-4.41473, -0.31227, 1.41658], [-4.70150, -1.12773, 2.53693], [-5.19238, -2.40835, 2.20081], [1.51668, 3.05102, -0.26948], [3.06824, 3.11273, -0.26176], [1.03168, 3.60025, 0.99023], [0.65262, 4.04882, 1.97534], [0.86483, 4.15655, -1.65397], [-0.55485, 4.60630, -1.03319], [1.99755, 5.82372, -1.20350], [0.15996, -3.98120, 2.11655], [1.58830, -3.36274, 2.57557], [2.71043, -2.24526, 1.32111], [2.83732, -3.12707, -1.41892], [4.15840, -2.67322, -0.36065], [3.57195, -0.29145, -0.57393], [3.90790, -1.01348, -2.14016], [1.04224, -1.09768, -1.26841], [1.72334, -0.82494, -2.85182], [2.54238, 1.44910, -1.99654], [0.90700, 1.23919, -2.55256], [-0.89804, 2.05831, -1.39364], [-0.94389, 2.08890, 0.35734], [-0.92592, -0.35115, -1.43663], [-0.80019, -0.46724, 0.31670], [-3.14134, 0.12814, -1.40332], [-3.00198, 1.20089, -0.01654], [-2.57352, -1.36946, 1.09142], [-3.78084, -1.63391, -0.16012], [-4.05802, 0.62757, 1.83414], [-5.33872, -0.15384, 0.84752], [-5.81674, -2.37861, 1.30136], [-5.81582, -2.75717, 3.02241], [-4.37787, -3.11982, 2.04287], [3.44598, 3.23155, -1.27683], [3.46203, 2.16790, 0.11414], [3.42407, 3.92205, 0.36354], [-0.53029, 4.83022, -0.08620]], "nbo_charge": [0.33, -0.76, 0.58, -0.81, -0.64, -0.21, -0.41, -0.41, -0.39, -0.15, 0.32, -0.32, -0.38, -0.40, -0.39, -0.43, -0.05, -0.54, -0.25, -0.46, -0.61, 0.28, -0.31, 1.19, -0.99, -0.32, 0.39, 0.36, 0.38, 0.20, 0.20, 0.19, 0.21, 0.22, 0.21, 0.22, 0.22, 0.22, 0.22, 0.20, 0.21, 0.21, 0.19, 0.21, 0.20, 0.18, 0.16, 0.16, 0.19, 0.17, 0.22, 0.23, 0.25, 0.51], "smiles": "[H]/N=C(/N)NCCCC[C@](C#N)(CCCCCOC)[C@](C)(C#N)P(O)Cl", "total_charge": 0, "e_lumo_ev": 0.55}

{"formula": "C16H29FO6", "method": "wB97M-V/def2-TZVPD", "elements": ["C", "C", "C", "C", "C", "C", "C", "C", "C", "C", "C", "C", "O", "O", "C", "O", "H", "H", "H", "H", "H", "H", "H", "H", "H", "H", "H", "H", "H", "H", "H", "H", "H", "H", "H", "H", "H", "H", "H", "H", "H", "H", "O", "C", "O", "C", "C", "F", "O", "H", "H", "H"], "xyz": [[-1.05629, 3.40292, -1.02871], [0.24377, 2.94790, -0.34136], [0.92299, 4.09554, 0.42850], [1.57313, 3.70307, 1.75744], [0.67680, 2.86929, 2.68337], [1.11599, 1.40173, 2.71615], [0.15414, 0.49229, 3.46674], [0.58649, -0.98297, 3.39581], [-0.36851, -1.87198, 2.60675], [-0.67112, -1.35215, 1.19329], [-2.13997, -0.99241, 1.02584], [-2.45460, -0.02874, -0.13333], [-1.27613, 0.23881, -0.88766], [-0.32869, -2.42791, 0.25830], [0.29975, -2.01877, -0.87110], [1.49238, -1.82026, -0.96201], [-1.25746, 2.78630, -1.90369], [-0.93099, 4.41965, -1.39817], [-1.90119, 3.36273, -0.34722], [0.02728, 2.09724, 0.30076], [0.90605, 2.57795, -1.12255], [1.71367, 4.49243, -0.21063], [0.21411, 4.91063, 0.56891], [2.48323, 3.14246, 1.54025], [1.88419, 4.61860, 2.25919], [-0.36320, 2.93321, 2.36124], [0.74673, 3.24752, 3.70246], [2.08843, 1.37044, 3.20934], [1.23745, 1.04826, 1.69177], [0.08664, 0.81346, 4.50575], [-0.84572, 0.62087, 3.04571], [1.58403, -1.02925, 2.95870], [0.66209, -1.40560, 4.39706], [0.04665, -2.87390, 2.54407], [-1.29776, -1.95093, 3.17218], [-0.01879, -0.51697, 0.95521], [-2.48446, -0.54204, 1.95169], [-2.68475, -1.92304, 0.88451], [-3.24239, -0.45048, -0.75817], [-2.84128, 0.90875, 0.27334], [-1.54505, 0.67302, -1.69627], [-0.35316, -1.93961, -1.75120], [1.96594, -5.86202, -6.01493], [1.43792, -4.98669, -5.42530], [2.07822, -4.02405, -4.71899], [1.11002, -3.06216, -4.28722], [-0.16578, -3.87036, -4.31491], [-1.24693, -3.11611, -4.64512], [0.08453, -4.80814, -5.34298], [1.07347, -2.23832, -5.00174], [1.36174, -2.67554, -3.30302], [-0.38358, -4.40466, -3.38804]], "nbo_charge": [-0.60, -0.41, -0.39, -0.39, -0.40, -0.38, -0.41, -0.39, -0.41, 0.10, -0.45, -0.06, -0.74, -0.57, 0.68, -0.56, 0.19, 0.21, 0.20, 0.21, 0.20, 0.20, 0.19, 0.20, 0.21, 0.19, 0.20, 0.20, 0.19, 0.21, 0.18, 0.20, 0.21, 0.23, 0.19, 0.21, 0.22, 0.22, 0.17, 0.16, 0.48, 0.11, -0.55, 0.97, -0.48, -0.14, 0.44, -0.33, -0.50, 0.20, 0.23, 0.15], "smiles": "CCCCCCCCC[C@H](CCO)OC=O.O=C1OC[C@@H](F)O1", "total_charge": 0, "e_lumo_ev": 0.38, "de_lowest_kj_mol": 0.0}

{"formula": "C16H29GeN2O5PdSe", "method": "wB97M-V/def2-TZVPD", "elements": ["Pd", "C", "O", "C", "O", "N", "N", "H", "H", "H", "H", "H", "H", "C", "O", "C", "C", "C", "C", "C", "C", "O", "C", "O", "C", "H", "H", "H", "H", "H", "H", "H", "H", "H", "C", "Ge", "C", "C", "C", "Se", "C", "H", "H", "H", "H", "H", "H", "H", "H", "H", "H", "H", "H", "H", "H"], "xyz": [[0.18579, 0.16460, -0.35456], [4.85054, 0.68293, 2.32983], [4.11605, 0.04122, 1.28210], [2.80402, 0.12168, 1.20654], [2.23662, -0.44561, 0.27594], [2.15976, 0.80686, 2.18322], [0.78472, 1.00160, 2.09580], [5.89334, 0.48845, 2.10670], [4.60148, 0.25864, 3.30372], [4.68290, 1.76145, 2.32796], [2.67773, 1.28518, 2.89973], [0.56817, 1.98941, 2.10129], [0.31639, 0.53776, 2.86199], [0.30104, 7.15672, -0.34605], [-1.06428, 6.76949, -0.34902], [-1.35573, 5.46968, -0.44683], [-2.73732, 5.16171, -0.46608], [-3.13266, 3.86724, -0.55649], [-2.21268, 2.78737, -0.64851], [-2.65472, 1.44078, -0.77736], [-4.11600, 1.06877, -0.76526], [-1.89846, 0.43950, -0.91541], [-0.80707, 3.10287, -0.64248], [0.12464, 2.23158, -0.76940], [-0.42285, 4.46052, -0.51977], [0.30640, 8.23729, -0.24465], [0.79031, 6.87786, -1.28154], [0.83314, 6.70948, 0.49638], [-3.45266, 5.97079, -0.42101], [-4.19419, 3.67132, -0.56462], [-4.79769, 1.90541, -0.84120], [-4.31200, 0.53056, 0.16321], [-4.29180, 0.37653, -1.58829], [0.63844, 4.66574, -0.52254], [0.19422, -4.78379, 1.90413], [0.39107, -5.06926, -0.03204], [1.82532, -6.33339, -0.48125], [-1.30668, -5.57447, -0.88816], [0.87738, -3.24942, -0.72818], [-0.68723, -2.09012, -0.76935], [-0.84112, -1.89938, -2.69560], [-0.29475, -5.63040, 2.38452], [-0.40729, -3.89198, 2.08911], [1.17240, -4.64924, 2.36634], [1.57807, -7.32216, -0.09522], [2.77625, -6.02339, -0.04958], [1.94163, -6.40824, -1.56209], [-1.72316, -6.46344, -0.41577], [-1.14941, -5.79827, -1.94388], [-2.03829, -4.77075, -0.80516], [1.30160, -3.27857, -1.73020], [1.59655, -2.77577, -0.06357], [-1.00877, -2.87902, -3.13750], [0.07351, -1.45130, -3.07285], [-1.69268, -1.25299, -2.88699]], "nbo_charge": [0.92, -0.28, -0.46, 0.91, -0.66, -0.48, -0.66, 0.23, 0.19, 0.19, 0.40, 0.38, 0.38, -0.26, -0.47, 0.39, -0.31, -0.09, -0.37, 0.59, -0.69, -0.67, 0.55, -0.79, -0.44, 0.21, 0.19, 0.18, 0.24, 0.21, 0.23, 0.24, 0.24, 0.23, -1.08, 1.59, -1.07, -1.09, -1.04, 0.60, -0.78, 0.24, 0.23, 0.23, 0.24, 0.24, 0.24, 0.25, 0.24, 0.23, 0.25, 0.26, 0.24, 0.24, 0.25], "total_charge": 1, "e_lumo_ev": -4.17, "de_lowest_kj_mol": 54.3}

{"formula": "C16H30BaN4O2P2", "method": "wB97M-V/def2-TZVPD", "elements": ["Ba", "N", "C", "C", "C", "C", "N", "C", "N", "N", "C", "O", "O", "H", "H", "H", "H", "H", "H", "H", "H", "H", "H", "H", "H", "H", "H", "C", "P", "C", "C", "C", "C", "C", "C", "C", "P", "C", "C", "H", "H", "H", "H", "H", "H", "H", "H", "H", "H", "H", "H", "H", "H", "H", "H"], "xyz": [[-0.37367, -0.17280, 0.59783], [2.61283, -0.03360, 0.02640], [2.76072, 1.24065, -0.72007], [4.19448, 1.74063, -0.83004], [4.33149, 2.86076, -1.86352], [5.49357, 3.80730, -1.57444], [5.38118, 4.47554, -0.27263], [4.52366, 5.44608, 0.02314], [3.72733, 5.96004, -0.90756], [4.49328, 5.94779, 1.25860], [1.84318, 2.29808, -0.04402], [2.29232, 3.38728, 0.26591], [0.63672, 1.87660, 0.14031], [3.09681, 0.06002, 0.91706], [3.10934, -0.76897, -0.46763], [2.34875, 1.06706, -1.71957], [4.86682, 0.91591, -1.08015], [4.47618, 2.11560, 0.15714], [3.39934, 3.42595, -1.87423], [4.46771, 2.44655, -2.86428], [5.59233, 4.56418, -2.35522], [6.43635, 3.26329, -1.55224], [5.96254, 4.13815, 0.47534], [3.62790, 5.51523, -1.80137], [3.04779, 6.66076, -0.66775], [5.15129, 5.65593, 1.95927], [3.83911, 6.66738, 1.51101], [-4.78060, -0.26874, -0.82764], [-3.72643, -0.86746, 0.54236], [-4.54024, -0.10921, 1.99888], [-4.21438, -2.63196, 0.67691], [-5.56922, -2.90970, 0.88071], [-6.03542, -4.20688, 0.98164], [-5.14364, -5.26461, 0.87152], [-3.80168, -5.00660, 0.66335], [-3.31261, -3.70025, 0.56775], [-1.51539, -3.48309, 0.25455], [-0.74355, -4.73856, 1.34282], [-1.32998, -4.26610, -1.39166], [-5.83370, -0.48145, -0.64522], [-4.48335, -0.74758, -1.76020], [-4.65441, 0.80929, -0.93415], [-5.61018, -0.31104, 2.03022], [-4.39691, 0.97181, 1.96002], [-4.08996, -0.48804, 2.91668], [-6.28264, -2.09919, 0.96175], [-7.08888, -4.39187, 1.14263], [-5.49254, -6.28586, 0.94441], [-3.12547, -5.84663, 0.57055], [-1.07017, -5.75182, 1.11342], [-0.97530, -4.52187, 2.38541], [0.33855, -4.69479, 1.21186], [-1.77226, -5.26254, -1.40554], [-0.27043, -4.34862, -1.63761], [-1.81858, -3.65801, -2.15273]], "lowdin_charge": [1.71, -0.03, -0.32, -0.16, -0.17, -0.14, 0.09, -0.44, 0.23, 0.22, -0.64, 0.06, -0.46, 0.09, 0.09, 0.15, 0.13, 0.11, 0.09, 0.13, 0.13, 0.14, 0.16, 0.11, 0.14, 0.13, 0.13, -0.27, 0.76, -0.28, -0.40, -0.09, -0.05, -0.05, -0.09, -0.40, 0.77, -0.29, -0.28, 0.05, 0.05, 0.04, 0.04, 0.04, 0.05, 0.10, 0.12, 0.12, 0.10, 0.04, 0.05, 0.04, 0.05, 0.04, 0.04], "total_charge": 2, "e_lumo_ev": -5.28}